# 1
Molecular formula: C9H13ClN3O
Method: DFT, ωB97M-V/def2-TZVPD

The geometry in XYZ format:
```
27
Properties=species:S:1:pos:R:3:mulliken_charge:R:1
C 1.127 -0.575 0.968 -0.43
C 1.889 -0.739 -1.569 -0.30
C 0.179 -0.953 0.019 0.49
C 2.747 -0.265 -0.609 0.38
C -1.501 1.213 1.562 -0.52
C -2.711 1.532 0.711 -0.57
C -1.214 -0.999 0.399 -0.26
C -2.492 -0.197 -0.773 0.02
C 4.195 0.142 -0.875 -1.16
N 0.588 -0.973 -1.279 0.15
N 2.392 -0.388 0.663 -0.46
N -1.375 -0.200 1.654 -0.40
O -2.532 1.086 -0.605 -0.35
Cl -2.245 -0.515 -2.489 -0.21
H 0.892 -0.791 1.950 0.57
H 2.172 -0.746 -2.602 0.37
H -0.625 1.709 1.073 0.21
H -1.696 1.640 2.571 0.44
H -3.577 1.042 1.134 0.37
H -2.793 2.631 0.583 0.36
H -1.472 -2.108 0.459 0.38
H -3.486 -0.650 -0.512 0.40
H 5.066 -0.290 -0.185 0.31
H 4.425 0.129 -1.941 0.34
H 4.093 1.132 -0.632 0.36
H -0.014 -1.182 -2.051 0.19
H -2.034 -0.684 2.378 0.32
```

Its molar mass is 214.68 g mol⁻¹. As for the orbital gap: 7.22 eV. As for the charge: +1. The calculation puts the calculated total energy at -1050.10669 hartree. As for the energy relative to the best compared isomer or geometry (same formula, charge and spin): 2.737 eV. The calculation puts the max |F| at 4.6 eV Å⁻¹. The value obtained for the highest occupied orbital energy is -12.0 eV.

---

# 2
Molecular formula: C9H13ClN4
Method: DFT, ωB97M-V/def2-TZVPD

The geometry in XYZ format:
```
27
Properties=species:S:1:pos:R:3:mulliken_charge:R:1
C 0.444 -0.577 -0.999 0.09
C 1.599 -0.697 -3.274 -0.47
C 0.491 -1.062 -2.352 0.00
C 0.279 -0.072 -3.487 0.18
C -0.006 0.746 3.364 0.67
C -0.311 -0.301 2.318 -0.49
C -1.102 1.718 3.195 -0.45
C -0.682 -0.446 -4.557 -1.63
C -0.035 0.210 4.797 -1.47
N 0.870 0.689 -0.701 -0.42
N -0.011 -1.131 0.101 -1.16
N 0.720 0.865 0.566 -0.53
N 0.159 -0.176 1.055 1.24
Cl -2.498 1.801 4.156 -0.13
H 2.474 -0.008 -2.910 0.28
H 1.993 -1.506 -4.046 0.23
H -0.091 -1.977 -2.567 0.40
H 0.183 0.946 -3.390 0.52
H 1.015 1.090 3.305 0.31
H -1.335 -0.749 2.519 0.28
H -1.285 2.153 2.160 0.39
H -0.216 -0.045 -5.525 0.29
H -1.647 -0.072 -4.469 0.40
H -0.777 -1.485 -4.683 0.39
H -0.933 -0.498 4.817 0.32
H -0.190 0.973 5.529 0.39
H 0.892 -0.389 5.078 0.35
```

Its molar mass is 212.68 g mol⁻¹. As for the orbital gap (spin up / spin down): 8.08 / 7.57 eV. As for the charge: 0. The calculation puts the calculated total energy at -1029.74655 hartree. As for the energy relative to the best compared isomer or geometry (same formula, charge and spin): 0.000 eV. The calculation puts the max |F| at 3.8 eV Å⁻¹. The value obtained for the highest occupied orbital energy (spin up / spin down) is -8.1 / -8.2 eV.

---

# 3
Molecular formula: C9H13ClOSi
Method: DFT, ωB97M-V/def2-TZVPD

The geometry in XYZ format:
```
25
Properties=species:S:1:pos:R:3:mulliken_charge:R:1
C 2.724 -1.465 -1.441 -0.70
O 1.466 -1.541 -0.895 -0.42
Si 0.363 -0.218 -0.891 0.50
C 0.817 1.540 -1.649 -1.15
C -0.842 -0.839 -2.207 -1.15
C -0.546 0.047 0.802 0.40
C -0.205 -0.754 1.884 -0.39
C -0.756 -0.500 3.155 -0.46
C -1.563 0.569 3.348 -0.61
C -1.975 1.303 2.209 0.38
Cl -2.984 2.665 2.377 -0.22
C -1.460 1.042 0.939 -0.62
H 2.786 -1.313 -2.542 0.27
H 3.277 -0.649 -0.999 0.31
H 3.148 -2.429 -1.248 0.28
H 1.506 1.263 -2.491 0.31
H 1.164 2.369 -1.004 0.34
H -0.081 1.871 -2.155 0.37
H -1.820 -0.561 -1.890 0.39
H -0.618 -0.390 -3.177 0.34
H -0.778 -1.926 -2.257 0.31
H 0.526 -1.549 1.785 0.42
H -0.454 -1.074 3.990 0.40
H -2.041 0.870 4.290 0.36
H -1.651 1.672 0.066 0.33
```

Its molar mass is 200.74 g mol⁻¹. As for the orbital gap: 9.70 eV. Its SMILES is CO[Si](C)(C)c1cccc(Cl)c1. As for the charge: 0. The calculation puts the calculated total energy at -1175.69565 hartree. As for the energy relative to the best compared isomer or geometry (same formula, charge and spin): 0.000 eV. The calculation puts the max |F| at 3.2 eV Å⁻¹. The value obtained for the highest occupied orbital energy is -9.0 eV.